C24H28CoN2OS3 | ωB97M-V with the def2-TZVPD basis set

Last column: natural (NBO) charge in e.
Positions of all 59 atoms, in Å:
Co -0.2532 -0.6537 0.6147  0.946
C 2.6784 -1.1623 0.9271  -0.426
N 1.7696 0.0013 0.9072  -0.528
C 1.8251 0.6711 2.2245  -0.227
C 0.5672 1.4713 2.4997  -0.239
N -0.5955 0.5720 2.4970  -0.509
C -1.8578 1.3326 2.4511  -0.418
C -0.6156 -0.2923 3.6686  0.184
C -0.6166 0.2492 4.9492  -0.247
C -0.6755 -0.5648 6.0671  -0.233
C -0.7417 -1.9420 5.9048  -0.201
C -0.7581 -2.4879 4.6350  -0.211
C -0.7018 -1.6726 3.5003  -0.206
S -0.7734 -2.4010 1.9114  -0.354
C 2.0961 0.9563 -0.1481  0.078
C 3.4210 1.2746 -0.4238  -0.177
C 3.7491 2.2079 -1.3921  -0.252
C 2.7400 2.8548 -2.0916  -0.202
C 1.4190 2.5482 -1.8249  -0.230
C 1.0748 1.5958 -0.8568  -0.160
S -0.6225 1.2520 -0.6105  -0.356
H 3.6625 -0.9046 1.3318  0.174
H 2.7858 -1.5504 -0.0809  0.250
H 2.2356 -1.9332 1.5579  0.220
H 2.7034 1.3219 2.2740  0.205
H 1.9228 -0.1001 2.9922  0.215
H 0.4154 2.2275 1.7298  0.236
H 0.6776 1.9847 3.4608  0.194
H -1.9589 1.9903 3.3207  0.180
H -2.6918 0.6312 2.4396  0.214
H -1.8856 1.9309 1.5453  0.233
H -0.5791 1.3241 5.0815  0.209
H -0.6797 -0.1249 7.0558  0.214
H -0.7833 -2.5889 6.7720  0.214
H -0.8214 -3.5595 4.4964  0.221
H 4.2173 0.7840 0.1219  0.204
H 4.7888 2.4303 -1.5947  0.211
H 2.9886 3.5906 -2.8464  0.212
H 0.6128 3.0304 -2.3634  0.219
C -3.1633 1.3770 -5.5587  -0.629
C -2.4008 0.4438 -4.6564  -0.005
C -1.0151 0.3543 -4.7197  -0.196
C -0.3088 -0.4186 -3.8104  -0.228
C -1.0023 -1.1070 -2.8374  -0.166
C -2.3882 -1.0870 -2.7892  -0.240
C -3.0802 -0.3157 -3.7039  -0.195
S -0.0745 -1.9238 -1.5311  1.303
C -0.4075 -3.6013 -2.1606  -0.797
O 1.3603 -1.6799 -1.7842  -0.981
H -2.4883 1.9315 -6.2082  0.216
H -3.7182 2.0923 -4.9494  0.224
H -3.8833 0.8361 -6.1747  0.220
H -0.4701 0.9142 -5.4704  0.213
H 0.7732 -0.4639 -3.8215  0.250
H -2.9176 -1.6385 -2.0190  0.219
H -4.1630 -0.2815 -3.6693  0.213
H 0.0294 -3.6456 -3.1549  0.246
H -1.4850 -3.7571 -2.1881  0.234
H 0.0643 -4.3238 -1.4968  0.242

Summary:
Energy: -100503.2100 eV
F_max: 1.45 eV/Å
Multiplicity: 2
HOMO energy (spin up / spin down): -7.2 / -7.2 eV
Energy above the lowest of the compared OMol25 structures with the same formula, charge and spin: 8.6 kcal/mol
Orbital gap (spin up / spin down): 7.04 / 7.73 eV

C24H28F3N3O3 | ωB97M-V with the def2-TZVPD basis set

Last column: natural (NBO) charge in e.
Positions of all 61 atoms, in Å:
C 2.3014 -4.6783 -0.6377  -0.258
H 1.5934 -5.0522 0.1064  0.186
H 2.9612 -5.4792 -0.9649  0.191
H 1.7376 -4.2735 -1.4809  0.196
O 3.1396 -3.6916 -0.0681  -0.490
C 2.5218 -2.5707 0.3559  0.518
N 1.2439 -2.4187 0.1446  -0.521
C 0.6401 -1.2982 0.5915  0.092
C 1.3241 -0.2772 1.2982  -0.054
C 0.5756 0.8324 1.7467  0.135
C -0.7937 0.9100 1.5079  0.357
C -1.4506 -0.0886 0.7881  -0.423
C -0.7564 -1.1876 0.3090  0.294
N -1.3080 -2.1890 -0.4119  -0.632
H -0.6367 -2.8685 -0.7445  0.441
C -2.6426 -2.2394 -0.9502  -0.042
C -2.6339 -2.9867 -2.2874  -0.401
H -3.6514 -3.3122 -2.5118  0.209
C -2.1315 -2.1525 -3.4670  -0.399
C -0.6832 -1.6822 -3.3248  -0.218
N 0.1992 -2.8111 -3.0607  -0.855
H 0.2292 -3.4239 -3.8704  0.354
H 1.1408 -2.4746 -2.8905  0.368
H -0.4087 -1.1277 -4.2385  0.170
H -0.5950 -0.9921 -2.4838  0.195
H -2.2168 -2.7579 -4.3732  0.197
H -2.7675 -1.2742 -3.5946  0.205
H -2.0088 -3.8748 -2.1871  0.213
C -3.5804 -2.9301 0.0495  -0.605
H -3.5210 -2.4377 1.0168  0.211
H -3.2870 -3.9690 0.1760  0.208
H -4.6095 -2.8949 -0.2988  0.202
H -3.0005 -1.2153 -1.1201  0.182
H -2.5086 -0.0071 0.6088  0.222
O -1.4134 2.0207 2.0131  -0.512
C -2.7753 2.2233 1.7378  -0.250
H -2.9611 2.2973 0.6615  0.179
H -3.0280 3.1715 2.2098  0.204
H -3.3974 1.4302 2.1655  0.175
O 1.1764 1.8444 2.4944  -0.482
C 1.1180 3.1082 2.0296  0.320
C 0.7808 3.4385 0.7201  -0.226
C 0.7541 4.7707 0.3360  -0.145
C 1.0785 5.7863 1.2215  -0.216
C 1.4401 5.4471 2.5165  -0.196
C 1.4591 4.1291 2.9207  -0.239
H 1.7295 3.8595 3.9294  0.224
H 1.7016 6.2252 3.2170  0.218
H 1.0493 6.8165 0.9051  0.228
C 0.3534 5.0688 -1.0777  0.974
F -0.8726 4.5876 -1.3721  -0.331
F 0.3191 6.3766 -1.3673  -0.323
F 1.1860 4.5067 -1.9779  -0.328
H 0.5387 2.6657 0.0057  0.233
C 2.7291 -0.4604 1.4947  0.066
C 3.3092 -1.6034 1.0168  -0.285
H 4.3631 -1.7961 1.1375  0.224
C 3.5766 0.5505 2.1996  -0.635
H 3.5818 1.4932 1.6543  0.228
H 4.5996 0.1903 2.2801  0.211
H 3.1878 0.7461 3.1961  0.237

Summary:
Energy: -44108.5621 eV
F_max: 1.04 eV/Å
SMILES string: COc1cc(C)c2c(Oc3cccc(C(F)(F)F)c3)c(OC)cc(N[C@H](C)CCCN)c2n1
HOMO energy: -7.0 eV
Energy above the lowest of the compared OMol25 structures with the same formula, charge and spin: 21.4 kcal/mol
Orbital gap: 7.67 eV

C24H28FN3O4 | ωB97M-V with the def2-TZVPD basis set

Last column: natural (NBO) charge in e.
Positions of all 60 atoms, in Å:
C -1.1670 2.5769 -4.6636  -0.391
C -1.4760 2.1020 -3.4724  -0.196
C -1.0869 0.7302 -2.9967  -0.283
N -0.6938 0.7440 -1.5973  -0.425
C 0.5037 1.1496 -1.1391  0.692
O 0.7928 1.1072 0.0470  -0.650
C 1.5560 1.6098 -2.1534  -0.319
N 2.5592 0.5796 -2.3045  -0.591
C 2.5022 -0.3506 -3.2838  0.635
O 1.6686 -0.3415 -4.1750  -0.633
C 3.5552 -1.3729 -3.2042  0.148
C 3.8251 -2.4181 -4.0498  -0.236
C 4.9411 -3.0875 -3.5041  -0.316
C 5.2680 -2.4067 -2.3699  0.116
O 4.4404 -1.3715 -2.1768  -0.399
H 6.0413 -2.5572 -1.6423  0.207
H 5.4318 -3.9529 -3.8992  0.234
H 3.2855 -2.6585 -4.9419  0.246
H 3.2008 0.4445 -1.5382  0.416
H 2.0307 2.5033 -1.7405  0.233
H 1.1371 1.8345 -3.1318  0.243
C -1.7124 0.4249 -0.6096  -0.160
C -1.6333 -0.9920 -0.1111  -0.050
C -2.7298 -1.5416 0.5514  0.387
C -2.7264 -2.8236 1.0628  -0.282
C -1.5901 -3.6004 0.9089  -0.192
C -0.4899 -3.0870 0.2446  -0.226
C -0.5118 -1.7980 -0.2610  -0.191
H 0.3520 -1.4127 -0.7785  0.225
H 0.3936 -3.6934 0.1161  0.218
H -1.5700 -4.6043 1.3036  0.219
H -3.6038 -3.1959 1.5675  0.232
F -3.8433 -0.7888 0.7011  -0.326
C -1.6544 1.5078 0.5132  0.721
O -1.8161 2.6697 0.2123  -0.640
N -1.5223 1.0415 1.7593  -0.625
H -1.2163 0.0895 1.8830  0.403
C -1.3544 1.9119 2.9050  -0.054
C -2.2444 1.4370 4.0563  -0.401
C -1.7575 0.1129 4.6407  -0.401
C -0.3047 0.2289 5.0914  -0.398
C 0.5871 0.6452 3.9258  -0.401
C 0.1176 1.9687 3.3271  -0.411
H 0.7196 2.2096 2.4501  0.234
H 0.2392 2.7659 4.0628  0.200
H 1.6186 0.7507 4.2678  0.211
H 0.5789 -0.1310 3.1570  0.192
H 0.0359 -0.7250 5.5003  0.205
H -0.2336 0.9771 5.8843  0.193
H -2.3888 -0.1625 5.4883  0.211
H -1.8483 -0.6809 3.8951  0.188
H -2.2342 2.1995 4.8372  0.202
H -3.2700 1.3331 3.6975  0.216
H -1.6761 2.9042 2.5722  0.236
H -2.6916 0.5819 -1.0777  0.244
H -1.9451 0.0561 -3.0846  0.217
H -0.2856 0.3115 -3.6123  0.260
H -2.0285 2.6942 -2.7548  0.218
H -1.4699 3.5596 -4.9814  0.202
H -0.6057 1.9918 -5.3745  0.197

Summary:
Energy: -40721.0898 eV
F_max: 1.30 eV/Å
SMILES string: C=CCN(C(=O)CNC(=O)c1ccco1)[C@H](C(=O)NC1CCCCC1)c1ccccc1F
HOMO energy: -9.1 eV
Energy above the lowest of the compared OMol25 structures with the same formula, charge and spin: 17.9 kcal/mol
Orbital gap: 9.67 eV

C24H28GeN6NiO7P3 | ωB97M-V with the def2-TZVPD basis set

Last column: natural (NBO) charge in e.
Positions of all 70 atoms, in Å:
Ni -9.2197 -14.7458 11.2485  1.539
C -8.3258 -16.1413 16.4048  -0.404
N -8.0240 -15.4445 15.1589  -0.322
C -6.6726 -15.2609 14.6966  -0.066
C -6.8199 -15.0225 13.3514  -0.040
N -8.2154 -14.9441 12.9770  -0.603
C -8.8759 -15.3174 14.0637  0.109
P -10.7084 -15.2646 14.0156  0.771
C -11.0248 -13.6936 13.0819  0.095
N -10.5451 -13.4443 11.8823  -0.587
C -10.8952 -12.1610 11.5324  -0.053
C -11.7452 -11.6706 12.4276  -0.037
N -11.8065 -12.6200 13.4583  -0.323
C -12.9069 -12.6066 14.4683  -0.421
C -10.8333 -16.4527 12.6506  0.097
N -10.3032 -16.3675 11.4510  -0.605
C -10.9084 -17.3892 10.6727  -0.058
C -11.8722 -17.9603 11.3728  -0.053
N -11.8384 -17.4210 12.6651  -0.330
C -12.4393 -18.1214 13.8075  -0.414
H -9.2442 -16.6989 16.3227  0.218
H -7.5302 -16.7990 16.6475  0.228
H -8.4153 -15.3928 17.2053  0.226
H -5.7839 -15.1879 15.3187  0.262
H -6.0212 -14.8706 12.6278  0.245
H -10.5422 -11.7064 10.6350  0.277
H -12.2883 -10.6804 12.5281  0.260
H -13.1956 -13.6616 14.7383  0.223
H -12.6354 -12.0154 15.3907  0.236
H -13.8171 -12.1374 14.0027  0.237
H -10.5374 -17.5865 9.6929  0.243
H -12.6902 -18.6955 11.0949  0.258
H -12.4833 -19.2082 13.5776  0.237
H -11.8750 -17.9389 14.7201  0.229
H -13.4722 -17.7299 13.9358  0.227
O -9.2191 -10.3750 9.6337  -1.137
P -7.8924 -10.4044 10.3688  2.512
O -7.0644 -9.0344 10.3795  -1.104
O -7.9852 -10.7266 11.8893  -1.120
O -6.9347 -11.5226 9.5788  -1.049
P -7.7274 -12.7460 8.8379  2.597
O -6.6080 -13.3924 7.9521  -0.975
O -8.2085 -13.8291 9.7479  -1.219
O -8.7237 -11.9886 7.8909  -1.012
H -9.0362 -11.1394 8.4119  0.538
H -6.1404 -12.7962 7.3731  0.529
Ge -7.0009 -8.9644 12.2981  1.641
C -5.0222 -8.9341 12.1199  -0.437
C -4.1345 -9.8806 12.7542  -0.207
C -2.7636 -9.8858 12.4540  -0.224
C -2.2133 -8.8831 11.7123  -0.218
C -3.0076 -7.8661 11.2271  -0.203
C -4.3859 -7.8983 11.4165  -0.207
C -7.9730 -7.2152 12.5858  -0.434
C -8.4522 -6.8216 13.8395  -0.196
C -8.5538 -5.4923 14.1493  -0.232
C -8.4047 -4.5579 13.1532  -0.201
C -8.2514 -4.8965 11.8251  -0.225
C -8.0840 -6.2828 11.5232  -0.193
H -7.1395 -9.3657 13.7818  -0.251
H -4.4701 -10.7038 13.3739  0.201
H -2.1528 -10.7369 12.7925  0.206
H -1.1074 -8.8805 11.5933  0.214
H -2.5497 -7.0903 10.6295  0.214
H -5.0148 -7.1731 10.8610  0.218
H -8.7536 -7.5394 14.5751  0.209
H -8.9509 -5.2169 15.1009  0.213
H -8.3007 -3.5121 13.4148  0.210
H -8.3491 -4.1567 11.0169  0.220
H -8.0108 -6.5760 10.4795  0.224

Summary:
Energy: -174041.4914 eV
F_max: 3.42 eV/Å
Charge: +1
Multiplicity: 3
HOMO energy (spin up / spin down): -9.9 / -9.9 eV
Energy above the lowest of the compared OMol25 structures with the same formula, charge and spin: 12.1 kcal/mol
Orbital gap (spin up / spin down): 6.52 / 6.02 eV